No. 1
This record from the OMol25 dataset describes a 10-piece molecular cluster, C15H9Cl36NO3 overall in a non-equilibrium geometry. The level of theory is wB97M-V/def2-TZVPD.

CARTESIAN COORDINATES (ANGSTROEM)
C (-3.3279, -1.8386, 1.3853)
C (-2.3792, -0.7566, 1.7693)
C (-2.5827, -0.0840, 3.0630)
N (-1.4017, -0.4243, 0.9753)
C (-0.4227, -1.4099, 0.8894)
C (0.8146, -1.1499, 0.0725)
O (1.6193, -2.2774, 0.5339)
C (1.1139, -2.6918, 1.7223)
O (1.3619, -3.7428, 2.2661)
O (0.2468, -1.7212, 2.1628)
H (-3.6319, -2.3643, 2.2794)
H (-2.8723, -2.4985, 0.6663)
H (-4.2060, -1.3442, 0.9874)
H (-2.0445, 0.8457, 3.1159)
H (-3.6427, 0.0693, 3.2414)
H (-2.2121, -0.7292, 3.8511)
H (-0.7544, -2.4091, 0.5539)
H (1.3808, -0.2930, 0.4074)
H (0.6747, -1.2411, -0.9870)
Cl (-0.0505, 3.9646, 3.9172)
C (1.2974, 2.9046, 3.4824)
Cl (2.1529, 2.4087, 4.9458)
Cl (0.6784, 1.4791, 2.6500)
Cl (2.4098, 3.7719, 2.4181)
Cl (-0.2432, -1.3683, -4.3087)
C (-1.4039, -0.1149, -3.8526)
Cl (-3.0214, -0.5886, -4.3819)
Cl (-1.3895, 0.0875, -2.0995)
Cl (-0.9524, 1.4133, -4.6071)
Cl (5.5349, -4.9595, 2.4025)
C (4.4495, -5.9367, 1.4066)
Cl (3.1827, -6.6260, 2.4236)
Cl (3.7268, -4.9215, 0.1594)
Cl (5.3688, -7.2437, 0.6477)
Cl (5.4502, 0.8446, 1.8134)
C (5.1147, -0.1112, 3.2612)
Cl (6.2055, -1.4989, 3.3172)
Cl (5.3619, 0.8912, 4.6951)
Cl (3.4442, -0.6748, 3.2140)
Cl (-8.1381, -3.3122, 2.3706)
C (-7.3502, -1.7603, 2.0920)
Cl (-6.6470, -1.7502, 0.4648)
Cl (-8.5344, -0.4613, 2.2272)
Cl (-6.0801, -1.5207, 3.3018)
Cl (1.0303, 3.6421, -2.3460)
C (0.0988, 4.8909, -3.1793)
Cl (-1.6123, 4.7166, -2.7830)
Cl (0.6655, 6.4852, -2.6762)
Cl (0.3057, 4.7305, -4.9291)
Cl (-4.6634, 5.5918, -2.4524)
C (-5.0063, 7.2565, -2.9333)
Cl (-3.6087, 7.9129, -3.7875)
Cl (-6.4120, 7.2799, -4.0011)
Cl (-5.3387, 8.2279, -1.4972)
Cl (0.1792, 9.2087, -8.4701)
C (-1.0019, 8.4863, -7.3742)
Cl (-0.9370, 9.3227, -5.8179)
Cl (-2.6206, 8.6428, -8.0609)
Cl (-0.6205, 6.7793, -7.1349)
Cl (9.6102, -11.4084, 0.7938)
C (8.2493, -10.4066, 1.3064)
Cl (7.2457, -11.3107, 2.4429)
Cl (8.8524, -8.9433, 2.0874)
Cl (7.2835, -9.9613, -0.1037)

Atoms 1-3, force components in eV/Å:
0.7 0.0 0.9
0.4 -0.2 -1.2
-0.9 0.8 -0.3

As for the largest force on an atom: 2.65 eV Å⁻¹. The value obtained for the orbital gap is 0.325 Eh. As for the spin multiplicity: 1. The value obtained for the LUMO energy is -0.19 eV. The calculation puts the total energy at -17424.18119 a.u.

Atomic partial charges in e from the Mulliken method, atoms 1 to 8: atom 1 (C): -0.85, atom 2 (C): 0.94, atom 3 (C): -1.37, atom 4 (N): -0.05, atom 5 (C): -0.41, atom 6 (C): 0.05, atom 7 (O): -0.33, atom 8 (C): 0.62

=====

No. 2
This record from the OMol25 dataset describes a 2-piece molecular cluster, C3H7ClN2O overall in a non-equilibrium geometry. The level of theory is wB97M-V/def2-TZVPD.

CARTESIAN COORDINATES (ANGSTROEM)
O (-0.0881, 0.8435, -3.2439)
C (0.5109, 1.6500, -2.6690)
N (1.1758, 2.5605, -2.3888)
Cl (2.0425, 3.1840, -1.0835)
C (0.9519, -0.0298, 1.0365)
N (0.4312, 0.2162, -0.3622)
C (-0.9693, 0.5573, -0.3669)
H (0.1897, -0.6519, 1.5522)
H (1.8893, -0.5863, 0.9068)
H (1.2553, 0.8444, 1.5892)
H (0.4151, -0.6859, -0.7223)
H (-1.4455, 0.4923, -1.4071)
H (-1.5437, -0.2227, 0.1168)
H (-0.9374, 1.5976, -0.1107)

Atoms 1-3, force components in eV/Å:
-0.9 -0.9 -0.4
-1.3 -2.9 -1.1
3.1 4.5 1.9

As for the largest force on an atom: 5.82 eV Å⁻¹. The value obtained for the orbital gap is 0.358 Eh. As for the spin multiplicity: 1. For the energy above the lowest of the compared OMol25 structures with the same formula, charge and spin, the calculation gives 52.6 kcal/mol. The value obtained for the LUMO energy is 0.23 eV. The calculation puts the total energy at -763.35355 a.u.

Atomic partial charges in e from the Mulliken method, atoms 1 to 8: atom 1 (O): -0.43, atom 2 (C): 0.66, atom 3 (N): -0.23, atom 4 (Cl): 0.02, atom 5 (C): -0.88, atom 6 (N): -0.26, atom 7 (C): -1.08, atom 8 (H): 0.32

=====

No. 3
This record from the OMol25 dataset describes a 2-piece molecular cluster, C3H4NOP overall in a non-equilibrium geometry. The level of theory is wB97M-V/def2-TZVPD.

CARTESIAN COORDINATES (ANGSTROEM)
C (-0.3764, -0.0736, 2.4466)
C (0.4745, -0.1388, -0.3126)
C (-0.7622, 0.6235, 1.2357)
N (-0.2650, -0.8094, 3.3305)
O (-1.0328, 2.8880, -0.0161)
P (-0.0011, 2.3243, 0.8712)
H (0.9270, -0.8131, 0.4729)
H (-0.2530, -0.4173, -0.9316)
H (1.0049, 0.6464, -0.8260)
H (-1.7090, 0.2337, 0.9270)

Atoms 1-3, force components in eV/Å:
-0.3 -0.8 -0.3
0.9 1.6 5.8
3.4 0.0 -1.1

As for the largest force on an atom: 6.08 eV Å⁻¹. The value obtained for the orbital gap is 0.334 Eh. As for the spin multiplicity: 1. For the energy above the lowest of the compared OMol25 structures with the same formula, charge and spin, the calculation gives 42.2 kcal/mol. The value obtained for the LUMO energy is -0.76 eV. The calculation puts the total energy at -587.95918 a.u.

Atomic partial charges in e from the Mulliken method, atoms 1 to 8: atom 1 (C): 0.33, atom 2 (C): -0.99, atom 3 (C): -0.39, atom 4 (N): -0.39, atom 5 (O): -0.44, atom 6 (P): 0.29, atom 7 (H): 0.37, atom 8 (H): 0.36

=====

> Among the records above, which one has the lowest LUMO energy?

C3H4NOP